Density functional theory data (ωB97M-V with the def2-TZVPD basis set) for 8 unconnected molecules or ions with the total composition C39H46ClN8O3PS at a distorted geometry.

Orbital gap (eV): 7.22
LUMO (eV): -0.89
Strongest force on any atom (eV/Å): 2.71
Highest occupied orbital energy (eV): -8.11
SMILES string: O=C1c2cccc(P(O)Cl)c2C(=O)N1CCCS.c1cc[nH]c1.c1cc[nH]c1.c1cc[nH]c1.c1cc[nH]c1.c1cc[nH]c1.c1cc[nH]c1.c1cc[nH]c1
Energy (Eh): -3377.14164

Geometry (Å):
O1 3.201 5.527 1.145
C1 2.617 4.494 1.335
C2 3.202 3.069 1.191
C3 4.539 2.598 0.865
C4 4.722 1.140 0.815
C5 3.630 0.188 1.118
C6 2.285 0.686 1.450
P1 0.806 -0.389 1.857
O2 1.265 -2.013 1.944
Cl1 0.321 0.183 3.847
C7 2.103 2.131 1.456
C8 0.857 3.016 1.708
O3 -0.236 2.522 1.826
N1 1.224 4.420 1.720
C9 0.867 4.961 3.061
C10 -0.696 5.235 3.236
C11 -1.438 5.504 1.874
S1 -2.787 6.780 2.091
H1 5.351 3.323 0.647
H2 5.704 0.683 0.542
H3 3.762 -0.918 1.080
H4 1.771 -2.096 2.781
H5 1.127 4.154 3.812
H6 1.426 5.881 3.355
H7 -1.122 4.269 3.632
H8 -0.891 6.020 4.016
H9 -0.780 5.865 1.047
H10 -1.937 4.568 1.499
H11 -3.609 6.518 1.017
C12 -3.529 4.981 -3.190
C13 -4.680 4.627 -2.440
C14 -5.019 5.713 -1.675
N2 -4.113 6.709 -1.932
C15 -3.205 6.271 -2.858
H12 -2.999 4.360 -3.895
H13 -5.201 3.683 -2.459
H14 -5.822 5.864 -0.972
H15 -4.116 7.620 -1.506
H16 -2.409 6.914 -3.197
C16 1.337 -0.411 -2.028
C17 0.711 0.851 -2.190
C18 1.060 1.323 -3.430
N3 1.876 0.397 -4.021
C19 2.046 -0.666 -3.174
H17 1.274 -1.061 -1.169
H18 0.076 1.355 -1.478
H19 0.799 2.237 -3.940
H20 2.286 0.484 -4.935
H21 2.656 -1.509 -3.460
C20 2.004 -5.334 -6.310
C21 0.873 -5.730 -5.551
C22 0.518 -4.666 -4.761
N4 1.393 -3.646 -5.010
C23 2.299 -4.043 -5.957
H22 2.540 -5.928 -7.034
H23 0.375 -6.686 -5.581
H24 -0.279 -4.549 -4.045
H25 1.374 -2.742 -4.566
H26 3.074 -3.374 -6.295
C24 1.084 -5.248 2.169
C25 0.446 -6.509 2.054
C26 1.012 -7.342 2.985
N5 1.972 -6.634 3.656
C27 2.018 -5.352 3.167
H27 0.881 -4.363 1.588
H28 -0.340 -6.776 1.366
H29 0.817 -8.374 3.227
H30 2.551 -6.998 4.394
H31 2.710 -4.630 3.569
C28 5.511 -3.816 7.195
C29 4.161 -3.863 7.627
C30 3.442 -4.509 6.655
N6 4.307 -4.850 5.649
C31 5.571 -4.435 5.973
H32 6.345 -3.378 7.720
H33 3.761 -3.469 8.548
H34 2.394 -4.754 6.591
H35 4.054 -5.330 4.804
H36 6.400 -4.615 5.308
C32 -3.050 -9.182 -8.140
C33 -2.775 -7.792 -8.222
C34 -1.560 -7.579 -7.623
N7 -1.092 -8.787 -7.179
C35 -1.992 -9.770 -7.494
H37 -3.923 -9.694 -8.513
H38 -3.398 -7.034 -8.670
H39 -0.990 -6.677 -7.475
H40 -0.222 -8.930 -6.696
H41 -1.803 -10.798 -7.232
C36 -7.079 9.879 3.435
C37 -7.342 8.570 3.916
C38 -6.144 7.905 3.964
N8 -5.169 8.760 3.527
C39 -5.730 9.967 3.208
H42 -7.798 10.667 3.276
H43 -8.301 8.163 4.195
H44 -5.901 6.900 4.269
H45 -4.191 8.535 3.453
H46 -5.122 10.780 2.846

Here are the Mulliken charges for atoms 1 to 8, given in e: atom 1 (O): -0.5722, atom 2 (C): 0.1038, atom 3 (C): -0.2604, atom 4 (C): -0.5142, atom 5 (C): -0.5200, atom 6 (C): -0.4038, atom 7 (C): 0.7487, atom 8 (P): 0.1412